Molecular formula: C12H24EuN6O6
Method: DFT, ωB97M-V with the def2-TZVPD basis set

Its expectation value of S² is 12.500. Its multiplicity is 7. Its net charge is +1. As for the highest occupied orbital energy (spin up / spin down): -9.686 / -9.835 eV. The gap between HOMO and LUMO (spin up / spin down) is 4.485 / 4.629 eV. The calculation puts the calculated total energy at -1961.483534 hartree.

Each line ends with the Mulliken charge.
Atoms and positions in Å:
O -0.57 0.59 -4.97  -0.508
H -1.05 0.25 -5.74  0.288
Eu -0.46 0.19 -0.02  1.041
N -0.26 2.13 1.19  0.474
N 0.89 1.62 -1.17  0.311
N -1.89 -0.83 1.35  0.016
N -1.13 -1.53 -1.21  0.033
O -0.72 2.15 2.43  -0.799
O -2.04 -0.49 2.73  -0.391
O -0.34 -1.90 -2.39  -0.380
O 1.64 0.93 -1.99  -0.651
C 1.48 2.58 -0.36  0.728
C 0.84 2.90 0.87  -0.094
C -1.95 -2.13 1.01  0.667
C -1.44 -2.52 -0.33  0.568
C 1.21 3.98 1.79  -1.468
H 1.46 3.62 2.78  0.299
H 0.37 4.66 1.92  0.342
H 2.04 4.53 1.39  0.401
C 2.65 3.24 -0.97  -1.515
H 2.39 3.47 -2.00  0.332
H 3.50 2.56 -1.03  0.261
H 2.92 4.14 -0.45  0.444
C -2.59 -3.13 1.89  -1.590
C -1.45 -3.92 -0.78  -1.742
H -3.20 -2.62 2.62  0.460
H -1.89 -3.76 2.44  0.341
H -3.22 -3.80 1.32  0.437
H -0.67 -4.05 -1.53  0.492
H -2.40 -4.15 -1.26  0.429
H -1.30 -4.66 0.00  0.431
H -1.70 0.44 2.84  0.422
H 0.27 -1.14 -2.62  0.377
C -1.52 1.09 -4.01  -0.257
H -0.91 1.74 -3.37  0.073
H -1.90 0.27 -3.39  0.079
H -2.37 1.66 -4.44  0.372
O -2.65 1.41 -0.16  -0.660
H -3.22 0.84 0.42  0.354
H -2.51 2.19 0.44  0.371
N 3.36 -1.09 2.20  -0.048
C 3.08 -2.31 1.61  -0.652
C 1.90 -2.13 0.93  -0.318
N 1.46 -0.83 1.13  0.189
C 2.38 -0.22 1.87  -0.441
H 4.16 -0.82 2.79  0.260
H 3.69 -3.18 1.73  0.402
H 1.31 -2.78 0.30  0.386
H 2.35 0.83 2.18  0.434

Molecular formula: C12H24F14Na4O14P3
Method: DFT, ωB97M-V with the def2-TZVPD basis set

Its expectation value of S² is 0.750. Its multiplicity is 2. Its net charge is 0. As for the highest occupied orbital energy (spin up / spin down): -2.768 / -10.560 eV. The gap between HOMO and LUMO (spin up / spin down) is 1.531 / 9.641 eV. The calculation puts the calculated total energy at -4597.100107 hartree.

Each line ends with the Mulliken charge.
Atoms and positions in Å:
Na -26.84 12.33 -9.74  0.855
Na -24.94 10.20 -15.71  0.736
Na -20.91 10.25 -10.97  0.402
Na -23.11 15.15 -11.85  0.960
P -24.81 14.93 -9.06  1.326
F -25.31 15.06 -10.56  -0.337
F -23.29 15.32 -9.42  -0.388
F -25.26 16.53 -8.77  -0.385
F -24.38 14.70 -7.56  -0.355
F -26.31 14.39 -8.59  -0.444
F -24.60 13.34 -9.32  -0.390
P -19.99 13.13 -11.89  1.166
F -18.99 13.47 -13.13  -0.366
F -19.24 14.22 -10.92  -0.342
F -21.04 14.29 -12.30  -0.378
F -20.91 12.52 -10.63  -0.435
F -20.72 11.91 -12.68  -0.492
F -18.88 12.01 -11.45  -0.405
O -24.14 13.09 -12.41  -0.546
P -24.48 11.66 -12.24  0.326
O -25.70 11.23 -11.41  -0.642
F -23.22 10.96 -11.51  -0.065
F -24.50 11.03 -13.74  0.136
C -28.40 9.44 -11.92  -0.362
O -29.03 8.70 -12.93  -0.350
C -28.51 8.77 -14.12  0.769
O -27.45 9.44 -14.38  -0.523
O -29.44 8.37 -15.01  -0.338
C -29.14 8.57 -16.41  -0.554
H -27.91 10.35 -12.26  -0.016
H -27.59 8.85 -11.49  0.360
H -29.02 9.62 -11.05  0.309
H -28.06 8.42 -16.50  0.226
H -29.55 9.51 -16.76  0.263
H -29.54 7.63 -16.80  0.274
C -23.58 5.79 -5.59  -0.659
O -23.50 7.10 -6.04  -0.344
C -23.95 7.50 -7.26  0.701
O -24.20 6.68 -8.13  -0.564
O -23.98 8.86 -7.32  -0.328
C -24.22 9.46 -8.61  -0.237
H -23.19 5.07 -6.31  0.302
H -24.59 5.66 -5.20  0.289
H -22.96 5.59 -4.72  0.242
H -23.45 9.23 -9.36  0.126
H -24.36 10.54 -8.59  0.246
H -25.08 8.92 -9.01  0.226
C -30.15 16.71 -16.28  -0.679
O -29.61 15.60 -15.69  -0.322
C -28.55 15.64 -14.95  0.707
O -27.91 16.62 -14.60  -0.584
O -28.31 14.36 -14.62  -0.298
C -27.31 14.02 -13.58  -0.492
H -30.26 17.56 -15.61  0.316
H -31.16 16.54 -16.66  0.249
H -29.51 17.10 -17.07  0.300
H -26.33 14.43 -13.82  0.263
H -27.36 12.94 -13.47  0.184
H -27.55 14.49 -12.63  0.313
C -21.33 9.16 -14.64  -0.139
O -20.90 9.39 -15.97  -0.347
C -21.62 10.12 -16.88  0.801
O -22.61 10.75 -16.57  -0.589
O -21.11 9.93 -18.13  -0.310
C -21.81 10.51 -19.24  -0.690
H -22.04 8.34 -14.53  0.277
H -21.79 10.08 -14.27  -0.011
H -20.50 8.87 -14.00  0.185
H -22.73 11.06 -19.02  0.282
H -22.10 9.84 -20.06  0.294
H -21.19 11.29 -19.67  0.290

Molecular formula: C12H24F3N3OTaTl
Method: DFT, ωB97M-V with the def2-TZVPD basis set

Its multiplicity is 1. Its net charge is +2. As for the highest occupied orbital energy: -15.962 eV. The gap between HOMO and LUMO is 7.263 eV. Its energy above the lowest of the compared OMol25 structures with the same formula, charge and spin is 0.000 eV. The calculation puts the calculated total energy at -1239.672695 hartree.

Each line ends with the natural charge from an NBO analysis.
Atoms and positions in Å:
N 0.83 1.54 1.51  -0.918
C 1.14 2.06 2.56  0.905
O 1.35 2.74 3.53  -0.413
Tl -1.83 2.85 2.56  1.000
Ta -0.23 1.13 -0.12  2.200
N -1.75 -0.05 0.16  -0.769
N 1.20 0.32 -1.15  -0.725
C -2.20 -1.17 1.02  0.111
C 2.45 -0.36 -0.70  0.120
C -3.73 -1.27 1.06  -0.624
C -1.62 -2.47 0.46  -0.624
C -1.68 -0.92 2.43  -0.607
C 3.44 0.74 -0.34  -0.615
C 3.02 -1.26 -1.79  -0.631
C 2.13 -1.19 0.53  -0.622
H -4.18 -0.33 1.39  0.211
H -4.01 -2.05 1.79  0.256
H -4.15 -1.57 0.09  0.232
H -1.94 -2.63 -0.58  0.222
H -1.95 -3.31 1.08  0.252
H -0.52 -2.44 0.48  0.211
H -0.59 -0.76 2.45  0.210
H -1.90 -1.81 3.04  0.267
H -2.17 -0.05 2.89  0.177
H 3.59 1.41 -1.20  0.224
H 4.40 0.28 -0.06  0.250
H 3.07 1.34 0.51  0.201
H 3.37 -0.68 -2.66  0.229
H 2.28 -2.00 -2.10  0.223
H 3.89 -1.79 -1.37  0.253
H 3.06 -1.62 0.91  0.260
H 1.44 -2.01 0.26  0.220
H 1.69 -0.59 1.33  0.198
C -2.45 0.06 -1.16  -0.435
H -1.99 0.85 -1.78  0.206
H -2.43 -0.90 -1.71  0.247
H -3.50 0.34 -1.02  0.261
C 1.10 0.65 -2.59  -0.438
H 0.21 1.27 -2.79  0.220
H 1.99 1.22 -2.92  0.254
H 1.01 -0.27 -3.18  0.242
F -1.71 3.82 -0.41  -0.346
C -0.43 3.25 -0.63  0.532
F -0.13 3.57 -1.95  -0.305
F 0.43 4.07 0.13  -0.321

Molecular formula: C12H24F5KO7Te2
Method: DFT, ωB97M-V with the def2-TZVPD basis set

Its multiplicity is 1. Its net charge is -2. As for the highest occupied orbital energy: 0.489 eV. The gap between HOMO and LUMO is 3.032 eV. Its energy above the lowest of the compared OMol25 structures with the same formula, charge and spin is 0.734 eV. The calculation puts the calculated total energy at -2633.618851 hartree.

Each line ends with the natural charge from an NBO analysis.
Atoms and positions in Å:
K 0.64 0.01 1.61  0.877
C -2.73 0.93 1.70  -0.090
C -2.09 1.78 0.61  -0.101
O -1.19 2.66 1.25  -0.555
C -0.35 3.41 0.38  -0.078
C 1.09 2.93 0.38  -0.093
O 1.16 1.74 -0.35  -0.588
C 2.52 1.31 -0.58  -0.161
C 2.56 -0.14 -1.01  -0.099
O 1.51 -0.54 -1.90  -0.555
C 1.39 0.09 -3.13  -0.087
C 0.30 1.17 -3.16  -0.079
O -0.90 0.86 -2.48  -0.542
C -1.56 -0.34 -2.83  -0.086
C -1.17 -1.54 -1.97  -0.093
O -1.25 -1.29 -0.58  -0.530
C -2.52 -1.48 -0.01  -0.090
C -2.37 -1.44 1.50  -0.084
O -1.94 -0.20 2.03  -0.538
H -3.74 0.62 1.43  0.158
H -2.79 1.54 2.60  0.202
H -2.87 2.35 0.08  0.149
H -1.57 1.15 -0.12  0.224
H -0.37 4.45 0.74  0.170
H -0.74 3.39 -0.64  0.173
H 1.44 2.78 1.41  0.222
H 1.72 3.71 -0.09  0.156
H 3.14 1.33 0.34  0.308
H 2.96 1.99 -1.33  0.132
H 2.48 -0.82 -0.17  0.269
H 3.54 -0.34 -1.45  0.193
H 1.13 -0.68 -3.87  0.158
H 2.33 0.55 -3.47  0.173
H 0.09 1.41 -4.22  0.137
H 0.66 2.07 -2.66  0.201
H -1.39 -0.60 -3.88  0.159
H -2.63 -0.14 -2.70  0.166
H -0.14 -1.84 -2.15  0.245
H -1.84 -2.38 -2.24  0.148
H -2.92 -2.47 -0.28  0.170
H -3.24 -0.73 -0.35  0.149
H -1.60 -2.16 1.79  0.234
H -3.33 -1.73 1.96  0.155
Te 3.13 -3.53 0.93  -0.364
F 1.25 -0.80 4.02  -0.703
Te 3.07 -0.98 3.29  2.599
F 3.01 -2.61 4.40  -0.726
F 3.54 -0.08 5.04  -0.752
F 2.43 0.97 2.81  -0.771
F 4.33 0.04 1.23  -0.909
O 1.97 -2.05 1.83  -1.255

Molecular formula: C12H24MgO16P
Method: DFT, ωB97M-V with the def2-TZVPD basis set

Its expectation value of S² is 0.759. Its multiplicity is 2. Its net charge is 0. As for the highest occupied orbital energy (spin up / spin down): -8.525 / -8.102 eV. The gap between HOMO and LUMO (spin up / spin down) is 8.765 / 6.741 eV. The calculation puts the calculated total energy at -2216.993746 hartree.

Each line ends with the natural charge from an NBO analysis.
Atoms and positions in Å:
Mg 0.91 1.43 -0.14  1.791
P 2.36 2.54 -1.38  2.394
O 1.07 1.93 -1.88  -1.196
O 2.81 1.48 -0.37  -1.257
O 1.61 3.16 -0.16  -0.887
O 2.93 3.88 -1.80  -0.919
C -1.23 -4.82 -2.81  -0.257
O -1.75 -3.51 -2.68  -0.514
C -0.93 -2.42 -2.93  0.989
O 0.16 -2.42 -3.49  -0.643
O -1.67 -1.38 -2.61  -0.513
C -1.21 -0.03 -2.94  -0.256
H -1.77 -5.46 -2.11  0.192
H -0.19 -4.89 -2.49  0.195
H -1.31 -5.18 -3.84  0.190
H -2.01 0.67 -2.69  0.195
H -1.07 -0.02 -4.02  0.195
H -0.25 0.15 -2.47  0.228
C -3.02 -0.42 0.65  -0.266
O -3.05 1.03 0.69  -0.481
C -2.09 1.76 0.19  1.050
O -1.01 1.37 -0.20  -0.749
O -2.43 3.05 0.41  -0.482
C -1.57 4.07 -0.08  -0.284
H -3.96 -0.81 1.03  0.209
H -2.21 -0.78 1.28  0.182
H -2.84 -0.87 -0.33  0.219
H -2.09 4.55 -0.90  0.186
H -0.59 3.76 -0.46  0.245
H -1.56 4.83 0.70  0.197
C 3.18 0.82 2.54  -0.264
O 2.13 0.89 3.47  -0.460
C 0.94 1.09 3.11  1.028
O 0.53 1.23 1.99  -0.739
O 0.15 1.14 4.18  -0.491
C -1.13 1.75 4.07  -0.266
H 3.21 1.72 1.92  0.241
H 3.01 -0.07 1.94  0.184
H 4.10 0.69 3.11  0.205
H -1.81 1.29 3.36  0.185
H -1.07 2.79 3.75  0.196
H -1.70 1.70 5.00  0.208
C -0.08 -2.52 1.78  -0.256
O 1.14 -2.61 1.00  -0.521
C 1.46 -1.58 0.04  1.056
O 0.80 -0.55 -0.06  -0.734
O 2.50 -2.04 -0.72  -0.478
C 2.84 -1.38 -1.93  -0.286
H -0.79 -3.25 1.39  0.193
H -0.50 -1.52 1.71  0.192
H 0.27 -2.75 2.79  0.204
H 1.95 -1.10 -2.49  0.210
H 3.53 -1.94 -2.56  0.208
H 3.26 -0.45 -1.54  0.233

Molecular formula: C12H24N2O
Method: DFT, ωB97M-V with the def2-TZVPD basis set

Its multiplicity is 1. Its net charge is 0. As for the highest occupied orbital energy: -9.141 eV. The gap between HOMO and LUMO is 9.793 eV. Its energy above the lowest of the compared OMol25 structures with the same formula, charge and spin is 9.606 eV. The calculation puts the calculated total energy at -655.975820 hartree.

Each line ends with the natural charge from an NBO analysis.
Atoms and positions in Å:
C -2.37 0.88 0.86  -0.195
C -1.90 1.85 -0.17  -0.476
C -0.72 1.76 -1.12  -0.378
C 0.73 2.46 -0.68  -0.395
C 1.21 2.26 0.76  -0.449
C 1.41 0.85 1.01  -0.453
C 2.45 0.21 0.17  -0.418
C 2.37 -0.91 -0.96  -0.415
C 1.91 -2.22 -0.50  -0.445
C 0.61 -2.63 0.12  -0.406
C -0.87 -1.93 -0.29  -0.403
C -1.79 -1.71 0.92  -0.240
H -3.41 1.14 1.56  0.238
H -1.71 0.52 1.63  0.196
H -1.78 2.77 0.36  0.217
H -2.64 1.88 -0.82  0.243
H -0.49 0.77 -1.33  0.190
H -0.94 2.21 -2.05  0.215
H 0.79 3.67 -0.98  0.205
H 1.36 1.96 -1.59  0.211
H 2.11 2.96 0.91  0.217
H 0.56 2.76 1.49  0.212
H 1.86 0.98 2.12  0.218
H 0.71 0.08 0.59  0.247
H 3.36 0.79 -0.11  0.215
H 2.78 -0.50 1.16  0.206
H 1.67 -0.77 -1.99  0.183
H 3.28 -1.12 -1.52  0.239
H 2.71 -2.51 0.38  0.204
H 2.16 -2.95 -1.48  0.211
H 0.36 -3.85 -0.37  0.230
H 0.57 -2.67 1.50  0.205
H -1.37 -2.29 -1.09  0.214
H -0.66 -0.99 -0.68  0.189
H -1.31 -1.44 1.92  0.215
H -2.28 -2.68 1.07  0.228
N -3.73 -0.98 -0.35  0.224
N -2.66 -0.64 0.42  -0.238
O -4.32 0.06 -0.87  -0.462